DFT (wB97M-V/def2-TZVPD) results for a structure of composition C41H35ClIrNP2.

Each line ends with the Mulliken charge.
Positions of all 81 atoms, in Å:
Ir (-0.16914, 0.42299, -0.53043)  0.905
Cl (-2.42378, -0.18574, -0.78282)  -0.471
P (-0.74954, 2.24808, -1.57618)  1.743
P (0.72176, -2.84313, -0.28071)  1.698
N (0.36927, -1.34060, -0.75809)  -0.261
C (-0.40607, 0.69198, 1.88640)  -1.729
C (4.84756, -3.05240, 1.78263)  -0.556
C (0.61537, -0.27871, 2.00567)  0.138
C (-2.51202, 1.25451, -5.13226)  -0.628
C (1.61428, -3.38038, -2.82611)  -0.831
C (-0.65554, -5.72274, 2.23947)  -0.896
C (0.44536, -5.20953, -1.71464)  -0.567
C (1.49148, -5.57119, -3.85903)  -0.544
C (0.12322, -4.95341, 1.37519)  -0.618
C (3.69194, -3.22969, 2.55136)  -1.044
C (-1.91776, 2.20213, -2.98364)  0.148
C (0.62053, 3.25498, -2.27592)  0.289
C (-1.60533, 3.60304, -0.62408)  -0.309
C (-2.40216, -4.03597, 2.10786)  -0.589
C (1.50793, 4.56535, -4.11865)  -0.854
C (1.58343, 3.83765, -1.43049)  -0.339
C (0.12894, 1.78227, 1.11536)  -0.428
C (-3.52203, 4.28972, 0.69209)  -0.769
C (0.59718, 3.62689, -3.63185)  -0.159
C (-2.71222, 3.27153, 0.17467)  -0.050
C (-3.20822, 5.62746, 0.45227)  -0.639
C (2.57006, 4.67653, -1.95473)  -1.031
C (2.33933, -2.95936, 0.54669)  0.266
C (0.75784, -6.05833, -2.76989)  -0.650
C (-3.40552, 2.30852, -5.34356)  -0.555
C (4.75329, -2.83902, 0.40254)  -0.734
C (-1.92212, -5.25067, 2.60517)  -0.609
C (0.91399, -3.88681, -1.71574)  0.809
C (-0.34953, -3.71993, 0.87008)  0.616
C (2.44163, -3.15708, 1.94107)  0.264
C (2.52445, 5.05230, -3.29778)  -0.580
C (1.92065, -4.23570, -3.88259)  -0.674
C (-1.25352, 4.95624, -0.79017)  -0.081
C (-2.06479, 5.95991, -0.27336)  -0.690
C (1.42507, 1.35922, 0.56917)  -0.987
C (1.70509, 0.09744, 1.19150)  -0.525
C (-1.78490, 1.18209, -3.94193)  -0.526
C (-2.86183, 3.22241, -3.18059)  0.004
C (-1.63154, -3.26475, 1.23194)  -0.423
C (3.50642, -2.78948, -0.21745)  -0.399
C (-3.58026, 3.29346, -4.36941)  -0.770
H (-1.37273, 0.67247, 2.38245)  0.449
H (3.27063, 5.73209, -3.70759)  0.401
H (5.65610, -2.70499, -0.20368)  0.420
H (-1.78094, 6.99630, -0.45348)  0.445
H (3.43635, -2.62506, -1.29044)  0.322
H (0.42776, -7.09885, -2.73551)  0.417
H (1.55726, 3.69783, -0.34690)  0.616
H (2.61742, -0.46358, 1.05467)  0.519
H (-0.26582, -6.66909, 2.61703)  0.437
H (-3.84936, 6.42573, 0.82784)  0.383
H (-2.37580, 0.48373, -5.88948)  0.420
H (-3.39003, -3.67564, 2.40651)  0.434
H (3.35818, 5.04022, -1.29995)  0.434
H (-2.53280, -5.84413, 3.28870)  0.392
H (1.91920, -2.33075, -2.84176)  0.412
H (1.11266, -5.32525, 1.09837)  0.642
H (-2.95836, 2.23216, 0.38639)  0.416
H (2.11127, 1.90111, -0.06667)  0.522
H (-3.96918, 2.37601, -6.26808)  0.389
H (-4.39897, 4.02881, 1.28104)  0.434
H (-1.11535, 0.33385, -3.76429)  0.361
H (-2.00218, -2.32227, 0.81911)  0.199
H (-3.03566, 3.97108, -2.40814)  0.200
H (0.53275, -1.18200, 2.59799)  0.606
H (-0.16238, 3.21133, -4.28989)  0.341
H (2.50444, -3.86315, -4.72335)  0.412
H (1.40440, 4.89437, -5.15365)  0.441
H (-4.26501, 4.13153, -4.50888)  0.439
H (-0.36311, 5.23938, -1.34022)  0.254
H (3.74663, -3.42013, 3.62335)  0.427
H (1.54451, -3.27111, 2.55958)  0.396
H (5.81950, -3.06235, 2.26746)  0.409
H (1.71346, -6.22938, -4.69474)  0.389
H (-0.16066, -5.59178, -0.89311)  0.364
H (-0.31575, 2.76992, 1.09213)  1.495

Output
2S+1	6
electronic energy	-2884.950086	hartree
total charge	+1
<S²>	8.778
E_LUMO (alpha / beta)	-2.23 / -5.18	eV
HOMO level (alpha / beta)	-8.481 / -11.339	eV

DFT (wB97M-V/def2-TZVPD) results for a structure of composition C41H35CrF5GeN5O3S2.

Each line ends with the Mulliken charge.
Positions of all 93 atoms, in Å:
Ge (-1.77477, 1.70961, -2.57906)  2.032
Cr (0.98897, -0.92380, 1.98491)  0.313
S (1.36159, -0.26417, 4.25038)  -0.476
S (1.58955, -4.14567, 4.63285)  -0.549
F (1.62394, -5.45033, 1.89098)  -0.277
F (2.73221, -7.77319, 1.19477)  -0.320
F (3.09148, -6.11986, 6.35035)  -0.334
F (4.18681, -8.43590, 5.62443)  -0.311
F (4.03234, -9.30844, 3.04375)  -0.326
O (-0.26518, 0.65333, -0.36128)  0.321
O (0.13378, -2.76981, 2.45010)  -0.093
O (0.35596, -1.41977, 0.14572)  -0.734
N (0.90865, 2.32067, 4.77268)  -0.512
N (-1.03557, -0.37155, 2.26887)  0.873
N (1.51781, 1.89598, 2.60388)  -1.172
N (2.81463, -1.50474, 1.29079)  0.766
N (1.85951, 0.83437, 1.75240)  1.713
C (0.22769, 3.27365, -1.11810)  0.111
C (3.52010, -0.43333, 0.77401)  0.235
C (-2.56009, 0.90930, -6.70444)  -0.741
C (-1.15203, -2.64086, 3.04381)  -0.770
C (-2.30376, 3.13908, -5.08994)  -0.102
C (-2.15649, 1.87617, -4.51418)  -0.277
C (-2.12437, -0.17183, -2.11275)  -1.137
C (-5.48659, 2.82811, -0.86546)  -0.728
C (-5.33850, 4.17674, -0.57217)  -0.449
C (3.55143, -7.68925, 4.70713)  0.112
C (3.47657, -8.13827, 3.40031)  0.764
C (-1.53968, 0.80652, 1.89681)  -0.032
C (-4.43077, 2.11898, -1.42102)  -0.632
C (-0.20415, -0.55409, -0.60528)  0.248
C (-2.28962, 0.76811, -5.34729)  -0.282
C (-0.11882, 2.71506, -2.35023)  0.013
C (-3.73627, -0.10714, 1.90871)  -0.323
C (-2.90287, 0.98305, 1.71489)  -0.892
C (5.09934, -1.96886, -0.19775)  -0.363
C (3.03271, 0.84145, 1.11966)  0.514
C (2.97749, -6.48328, 5.06449)  0.443
C (-3.08233, 4.08781, -1.40148)  0.026
C (-0.92853, -1.07970, -1.84591)  -1.366
C (-1.83728, -1.41452, 2.51195)  0.398
C (1.85822, 3.74126, -3.30473)  -0.734
C (1.35593, 4.06235, -0.98124)  -0.793
C (4.36398, -3.04490, 0.34517)  -0.899
C (3.22803, -2.75067, 1.06551)  -0.462
C (4.68497, -0.68441, 0.00509)  -1.077
C (-2.57843, 3.29068, -6.43985)  -0.787
C (2.30144, -5.66218, 4.15840)  0.388
C (-3.20737, 2.73247, -1.69654)  -0.031
C (-2.70686, 2.17233, -7.25293)  -0.397
C (3.83078, 2.09121, 0.93067)  -1.985
C (-3.20547, -1.32286, 2.31956)  -1.125
C (2.81719, -7.35646, 2.46767)  -0.401
C (-4.13288, 4.80497, -0.84340)  -0.657
C (2.25178, -6.15502, 2.85225)  0.114
C (0.71532, 2.95906, -3.43687)  -0.156
C (1.25625, 1.42930, 3.78172)  0.252
C (2.17448, 4.30164, -2.07963)  -0.559
H (-3.83119, -2.18790, 2.48928)  0.472
H (-2.14538, 4.59676, -1.59780)  0.367
H (-3.28428, 1.94031, 1.38899)  0.420
H (-4.00699, 5.85727, -0.61913)  0.403
H (2.62174, -3.53838, 1.49813)  0.495
H (-2.20406, 4.02625, -4.47377)  0.389
H (4.66756, -4.07219, 0.21268)  0.507
H (-0.37170, 3.06094, -0.24457)  0.281
H (-2.69140, 4.28244, -6.86100)  0.383
H (4.01207, 2.28059, -0.13025)  0.367
H (-4.57223, 1.06743, -1.64239)  0.358
H (0.47981, 2.53594, -4.40693)  0.345
H (-6.42650, 2.32762, -0.66448)  0.411
H (2.49881, 3.90889, -4.16167)  0.402
H (3.06146, 4.91446, -1.97350)  0.399
H (-0.82318, 1.59834, 1.73375)  0.324
H (0.62539, 3.23458, 4.46045)  0.241
H (5.22991, 0.14912, -0.41731)  0.392
H (5.99089, -2.16093, -0.78257)  0.392
H (-2.77365, -0.55107, -2.90543)  0.703
H (3.29084, 2.93789, 1.34233)  0.412
H (-1.23885, -2.10274, -1.62203)  0.422
H (0.67607, -3.36571, 3.08435)  -0.316
H (1.61144, 4.47067, -0.01165)  0.395
H (-2.65483, 0.02989, -7.32998)  0.385
H (-2.17336, -0.23108, -4.94608)  0.253
H (-4.80064, -0.01170, 1.73462)  0.434
H (-6.15848, 4.73368, -0.13632)  0.377
H (-0.24143, -1.13995, -2.69391)  0.315
H (-2.91663, 2.28694, -8.30914)  0.371
H (4.80154, 2.01733, 1.42601)  0.373
H (0.43189, 1.93851, 5.56949)  0.235
H (-1.03323, -2.52733, 4.12912)  0.455
H (-1.75422, -3.53392, 2.85477)  0.303
H (-2.71940, -0.15133, -1.19719)  0.160

Output
2S+1	5
electronic energy	-6500.131341	hartree
total charge	-1
<S²>	6.045
E_LUMO (alpha / beta)	2.17 / 2.17	eV
HOMO level (alpha / beta)	-2.890 / -4.725	eV

DFT (wB97M-V/def2-TZVPD) results for a structure of composition C41H35GdN8O6S.

Each line ends with the Mulliken charge.
Positions of all 92 atoms, in Å:
Gd (-0.99317, -0.62750, -0.68754)  0.666
S (1.97998, 0.19623, -1.79938)  1.093
O (2.53335, 0.77143, -3.00442)  -0.786
O (-2.33478, -1.11979, -4.89556)  -0.732
O (-0.44940, 6.73760, -1.86824)  -0.509
O (1.43180, -1.14072, -1.91871)  -0.422
O (-2.41767, 7.25733, -2.80867)  -0.527
O (-1.61100, -0.50958, -2.86919)  -0.054
N (-1.41675, -2.72915, -3.56632)  -0.393
N (-0.86011, -2.97379, -2.32524)  -0.178
N (-3.16291, 1.05514, -0.99424)  0.454
N (-0.68102, 1.67091, 1.05727)  0.503
N (-1.56254, -2.43268, 2.66546)  0.152
N (-3.42586, -1.67252, -1.01923)  0.747
N (0.88048, 0.95593, -0.95847)  0.775
N (-2.31417, -1.58421, 2.01036)  0.203
C (4.47276, -4.61163, 0.42006)  -0.730
C (0.31961, 2.54278, 0.66212)  0.408
C (3.66445, -5.25676, 2.54170)  -0.688
C (-1.39721, 3.34275, 2.82038)  -1.154
C (-5.76846, -1.34480, -1.41959)  -0.706
C (-1.70245, 2.66234, -2.03145)  0.317
C (2.21388, 4.41737, -0.32724)  -1.106
C (4.58961, 0.73623, -0.85126)  -0.496
C (-3.67190, 3.46347, -0.90762)  -0.519
C (1.45994, 4.75878, 0.81007)  -0.987
C (6.63072, -0.47849, 1.99091)  -1.799
C (2.23132, -3.87886, 1.08914)  0.730
C (-6.01868, -2.66532, -1.07189)  -0.504
C (-4.94669, -3.43981, -0.61865)  -1.010
C (-1.46921, 2.07167, 2.05473)  -0.035
C (-2.85981, 2.43155, -1.34990)  -0.798
C (1.07527, -3.12124, 0.83174)  0.556
C (5.60570, 0.48900, 0.03479)  -0.641
C (2.42567, -4.63643, 2.25021)  -0.224
C (-1.78247, 6.46163, -2.18898)  0.243
C (0.50654, 3.84933, 1.29930)  1.086
C (-4.50901, -0.82451, -1.42342)  -0.436
C (-2.05704, -2.76886, 3.83049)  -0.187
C (-0.41146, 4.22382, 2.33967)  -0.798
C (-3.29983, 4.76735, -1.20310)  -0.841
C (-1.24886, 3.94846, -2.28818)  -1.252
C (3.19018, -0.64881, 0.52084)  -0.493
C (-3.31910, -1.26977, 2.79631)  -0.509
C (4.69450, -5.30703, 1.57060)  -0.676
C (-4.15113, 0.56329, -1.61524)  -0.055
C (-2.13934, 5.01757, -1.86437)  0.267
C (4.22903, -0.77166, 1.43763)  -0.906
C (0.08252, -2.50804, 0.44568)  -1.203
C (-1.81837, -1.38441, -3.83084)  0.333
C (-3.21543, -2.02466, 3.98357)  -1.290
C (-3.68902, -2.93292, -0.63389)  0.041
C (3.31098, -3.89418, 0.19492)  0.027
C (5.47104, -0.28592, 1.14425)  1.399
C (2.03483, 3.17462, -0.95821)  -0.287
C (3.37029, 0.09658, -0.67520)  -0.061
C (1.16639, 2.21187, -0.44528)  -1.019
H (-5.05650, -4.47674, -0.47284)  0.485
H (-1.07715, 1.87799, -2.40262)  0.796
H (-7.03070, -3.08962, -0.94820)  0.373
H (6.37566, -0.86368, 2.91303)  0.470
H (4.77079, 1.28329, -1.77954)  0.421
H (-0.31962, 4.23977, -2.71783)  0.959
H (-4.05811, -0.63319, 2.37723)  0.699
H (-3.88296, -2.03546, 4.83200)  0.380
H (-2.83318, -3.51994, -0.22115)  0.305
H (5.12034, -4.62468, -0.36169)  0.576
H (-6.57057, -0.69380, -1.67011)  0.571
H (-1.60121, -3.52397, 4.44771)  0.459
H (3.16858, -3.43965, -0.80123)  0.252
H (3.81507, -5.58104, 3.53173)  0.426
H (-4.54694, 3.25685, -0.34546)  0.618
H (-4.72867, 1.12253, -2.38329)  0.426
H (7.22634, 0.48999, 2.11799)  0.342
H (1.61252, 5.71344, 1.23770)  0.495
H (-0.06907, 5.96808, -1.38749)  0.376
H (-1.56462, -3.45610, -4.27312)  0.193
H (1.51292, -4.74619, 2.88414)  0.366
H (6.58575, 0.84127, -0.32292)  0.323
H (0.18596, -2.96279, -2.41709)  0.309
H (-3.83929, 5.65065, -1.02661)  0.572
H (-1.24694, -3.82026, -1.92059)  0.302
H (-2.18527, 3.62510, 3.45460)  0.468
H (7.32075, -1.28264, 1.68494)  0.297
H (-2.30028, 1.38928, 2.34876)  0.168
H (2.60713, 2.95894, -1.85755)  0.692
H (-0.77623, -2.76901, 2.14688)  -0.174
H (5.56658, -5.83751, 1.77503)  0.499
H (-0.34700, 5.22245, 2.68616)  0.449
H (2.20093, -1.03093, 0.71018)  0.420
H (2.99379, 5.09387, -0.59729)  0.483
H (4.10514, -1.37723, 2.37588)  0.216

Output
2S+1	8
electronic energy	-3636.696935	hartree
total charge	0
<S²>	15.870
E_LUMO (alpha / beta)	-1.24 / -0.95	eV
HOMO level (alpha / beta)	-8.139 / -8.154	eV

DFT (wB97M-V/def2-TZVPD) results for a structure of composition C41H35N5O5RhTe.

Each line ends with the Mulliken charge.
Positions of all 88 atoms, in Å:
Te (0.12982, -0.50204, 1.26625)  0.726
Rh (0.76861, 0.69652, -2.25698)  -0.543
O (1.06457, 3.05112, -0.04876)  -0.553
O (-1.13023, 0.23772, -2.83448)  -0.202
O (-0.70691, 0.36149, -4.04667)  -0.342
O (3.98753, 3.16344, -2.34590)  -0.794
O (0.81779, -2.38536, -0.37363)  -0.675
N (-0.04271, -2.41899, -3.80453)  -0.399
N (1.72017, -1.14157, -2.09247)  -0.409
N (2.65671, 1.27896, -2.17026)  0.119
N (0.48650, 2.67325, -2.71257)  0.407
N (0.69055, 0.80540, -0.20429)  1.714
C (1.93084, 1.77759, 1.72368)  -0.181
C (2.94675, 0.83053, 1.84091)  0.977
C (-4.71596, -4.69137, 0.94504)  -1.611
C (2.91621, 2.57818, -2.39934)  0.450
C (1.18718, 1.93816, 0.41551)  0.630
C (3.40682, 1.61058, 4.06700)  -0.564
C (-2.48097, 2.75059, 2.90742)  -0.870
C (-1.74538, 2.06848, 1.93139)  0.924
C (1.66678, 2.64934, 2.77650)  -0.536
C (1.70364, 4.67804, -3.08908)  -0.701
C (-1.08753, 0.90288, 2.33139)  1.361
C (3.54199, 0.34125, -1.62174)  0.215
C (-1.16956, 0.47297, 3.65903)  -1.017
C (0.51871, 5.34676, -3.34501)  -0.362
C (-2.76194, -1.46919, 0.41135)  1.428
C (-3.00910, -0.14680, -0.23368)  -1.326
C (3.68929, 0.75629, 3.01140)  -1.293
C (3.71044, -1.93104, -0.83678)  -0.519
C (1.65315, 3.33900, -2.76470)  0.347
C (-1.89907, 1.16645, 4.60509)  -0.846
C (5.56057, -0.41614, -0.56055)  -0.636
C (-1.54981, -1.80106, 1.01211)  0.475
C (4.99520, -1.67105, -0.37866)  -0.851
C (0.86672, -2.03950, -1.57607)  0.350
C (-2.56252, 2.32253, 4.21894)  -0.810
C (-3.77711, -2.42261, 0.40907)  -0.766
C (-0.65574, 3.30565, -2.96720)  -0.243
C (-0.18094, -2.61347, -2.49654)  -0.003
C (-2.11080, -3.57465, -4.13686)  -0.551
C (-2.39249, -3.96376, 1.58302)  -0.868
C (2.39268, 2.55495, 3.95080)  -0.815
C (-0.03930, -3.48040, 2.23855)  -1.941
C (-1.34307, -3.05540, 1.60865)  0.645
C (-1.72712, 2.69233, 0.55670)  -1.528
C (-0.99260, -2.89023, -4.59927)  -0.452
C (-2.23876, -3.78548, -2.77504)  -0.520
C (-3.61365, -3.66891, 0.98753)  0.568
C (2.97442, -0.93459, -1.46744)  0.942
C (-0.67911, 4.65263, -3.28139)  -0.989
C (4.84046, 0.59238, -1.18798)  -0.705
C (-1.25265, -3.29775, -1.93311)  -0.185
H (0.20982, -2.88746, 3.12096)  0.231
H (-3.14121, 2.88963, 4.93655)  0.405
H (-4.71882, -2.17118, -0.06761)  0.483
H (4.48899, 0.03113, 3.08987)  0.477
H (0.52719, 6.40098, -3.58900)  0.424
H (-1.30154, 2.04692, -0.20530)  -0.607
H (-2.74575, 2.95853, 0.26699)  0.622
H (-1.55634, 2.70951, -2.91710)  0.630
H (-0.10236, -4.51933, 2.55833)  0.501
H (-3.09188, -4.31659, -2.37170)  0.483
H (6.56576, -0.21585, -0.21275)  0.409
H (3.27963, -2.91544, -0.71403)  0.489
H (-0.86088, -2.70808, -5.66022)  0.414
H (-3.75912, -0.23313, -1.01946)  0.593
H (-2.85530, -3.93344, -4.83486)  0.425
H (-4.62053, -5.40871, 1.75923)  0.394
H (-3.00171, 3.65365, 2.60881)  0.452
H (2.67150, 5.15830, -3.11148)  0.535
H (2.17687, 3.22271, 4.77492)  0.437
H (-1.30541, -3.42382, -0.86080)  0.582
H (-1.13342, 3.60524, 0.57565)  0.704
H (3.16307, 0.16471, 1.01599)  0.150
H (3.98022, 1.54633, 4.98320)  0.419
H (-2.10743, 0.23252, -0.69136)  -0.684
H (0.77903, -3.39054, 1.52388)  0.316
H (-2.24429, -4.93791, 2.03600)  0.431
H (5.26026, 1.57606, -1.33069)  0.520
H (-4.68626, -5.24975, 0.00677)  0.255
H (-1.94264, 0.81320, 5.62667)  0.455
H (0.88402, 3.38993, 2.66660)  0.389
H (5.55837, -2.45778, 0.10703)  0.399
H (-1.62452, 5.13927, -3.47447)  0.438
H (-5.69453, -4.21733, 1.01575)  0.393
H (-3.36797, 0.57822, 0.49992)  0.346
H (-0.64184, -0.42457, 3.97140)  0.416

Output
2S+1	2
electronic energy	-2611.816884	hartree
relative energy (zero: lowest compared OMol25 entry of this formula, charge and spin)	0.000	eV
total charge	0
<S²>	0.768
E_LUMO (alpha / beta)	-0.42 / -0.42	eV
HOMO level (alpha / beta)	-7.111 / -7.072	eV